{"formula": "C6H21LiNO4", "method": "ωB97M-V/def2-TZVPD", "homo_ev": -12.6, "total_charge": 1, "gap_ev": 9.6, "de_lowest_kj_mol": 98.1, "total_energy_ev": -16443.31051, "elements": ["Li", "C", "C", "O", "H", "H", "H", "H", "H", "H", "O", "H", "H", "O", "H", "H", "C", "C", "C", "O", "C", "N", "H", "H", "H", "H", "H", "H", "H", "H", "H", "H", "H"], "xyz": [[-8.188095, 15.590770, -13.479831], [-6.171537, 12.515631, -14.193606], [-6.251731, 13.208332, -12.887265], [-7.567862, 13.734531, -12.625246], [-6.664255, 12.904142, -15.084880], [-6.502584, 11.478165, -14.240255], [-5.126650, 12.444091, -14.495593], [-5.451408, 13.948004, -12.908977], [-5.990792, 12.591332, -12.027419], [-7.764682, 13.515178, -11.711600], [-10.169938, 15.469577, -13.485554], [-10.874803, 15.997266, -13.860985], [-10.603116, 14.672012, -13.181427], [-7.479009, 16.249885, -15.151824], [-6.636927, 16.180247, -15.601574], [-8.053530, 16.682196, -15.783706], [-9.676682, 18.042455, -11.646223], [-8.123941, 18.044060, -11.432282], [-7.644893, 18.657611, -10.068251], [-8.291318, 17.951428, -8.986948], [-8.171500, 18.610862, -7.838595], [-7.698582, 16.758120, -11.763145], [-10.143181, 18.981556, -11.348635], [-10.154115, 17.255819, -11.061958], [-10.023447, 17.862307, -12.663771], [-7.670296, 18.678990, -12.193302], [-7.988441, 19.691939, -10.083341], [-6.557099, 18.590593, -10.085926], [-8.830116, 18.057492, -7.169190], [-8.523838, 19.639329, -7.917408], [-7.145144, 18.546041, -7.477336], [-6.743241, 16.802628, -11.438448], [-8.116212, 16.144570, -11.078137]], "atomic_forces_ev_per_a": [[0.09, -0.08, 0.37], [0.47, -1.77, -1.53], [0.23, 0.08, 0.39], [0.11, 0.53, -0.19], [-0.25, 0.94, 0.42], [-0.22, -0.10, 0.66], [0.19, 0.09, 0.11], [-0.46, 0.82, 0.25], [0.05, -0.45, -0.30], [-0.21, 0.10, 0.01], [0.30, -0.12, -0.07], [-0.15, 0.27, -0.12], [-0.08, -0.37, 0.09], [-0.12, -0.08, 0.16], [0.34, -0.09, -0.01], [-0.26, 0.15, -0.20], [0.16, 0.67, 0.62], [-2.56, 2.96, -0.28], [-1.91, -1.60, -1.13], [0.68, -0.85, -4.67], [-0.21, 0.44, 2.87], [1.48, -2.16, 0.52], [0.13, 0.06, 0.14], [0.17, -0.02, 0.29], [0.63, 0.09, -0.19], [-0.11, 0.50, -0.02], [0.25, 0.20, 0.21], [0.24, 0.07, 0.61], [0.14, 0.36, 0.57], [0.12, 0.29, 0.18], [0.16, 0.41, 0.40], [0.83, -0.86, -0.43], [-0.26, -0.50, 0.28]]}

***

{"formula": "C6H21N7", "method": "ωB97M-V/def2-TZVPD", "smiles": "CN1N(N)C(C)(C)[C@@H]([NH3+])[C@]1(N)N[NH3+]", "homo_ev": -15.4, "total_charge": 2, "gap_ev": 8.8, "de_lowest_kj_mol": 175.5, "total_energy_ev": -16971.88670, "elements": ["C", "N", "N", "N", "C", "C", "C", "C", "N", "C", "N", "N", "N", "H", "H", "H", "H", "H", "H", "H", "H", "H", "H", "H", "H", "H", "H", "H", "H", "H", "H", "H", "H", "H"], "xyz": [[-1.843909, -0.981858, 1.644268], [-0.639936, -0.717173, 0.794130], [-0.089166, 0.677708, 1.139854], [-0.032882, 0.694857, 2.467504], [1.124682, 0.905247, 0.212181], [2.491257, 0.752109, 0.957173], [0.980238, 2.231856, -0.386213], [0.872241, -0.202341, -0.827773], [1.624389, -1.442941, -0.614276], [-0.786276, -0.703005, -0.634123], [-1.103459, -1.879562, -1.317485], [-1.601754, 0.425828, -1.274412], [-2.539641, 0.269154, -2.302200], [-2.557485, -0.231126, 1.633250], [-2.278685, -2.046820, 1.406123], [-1.415774, -1.091038, 2.719646], [-0.730527, 1.328758, 2.829184], [0.718008, 0.214453, 3.109470], [2.782808, 1.545448, 1.612799], [3.489910, 0.560300, 0.429124], [2.516175, -0.176972, 1.629036], [-0.062066, 2.692977, -0.535385], [1.384568, 2.464276, -1.396472], [1.393864, 3.090063, 0.159991], [1.018966, 0.094978, -1.892542], [1.822333, -1.577408, 0.355100], [2.414375, -1.364988, -1.152592], [1.012057, -2.202285, -0.979937], [-0.462893, -2.147237, -2.051182], [-1.589616, -2.668169, -0.755323], [-1.900128, 1.003872, -0.492544], [-3.283005, 1.003513, -2.234852], [-3.265906, -0.608128, -2.360453], [-2.053670, 0.219920, -3.254963]], "atomic_forces_ev_per_a": [[2.53, -3.90, 1.25], [-1.48, -0.14, -0.70], [-0.51, -1.55, -0.81], [2.09, 0.64, 2.43], [0.26, -1.73, 0.94], [1.28, -2.69, 0.39], [-1.44, 4.65, -1.92], [-2.88, 0.23, -1.36], [-2.70, -0.32, 0.10], [2.66, 1.83, -0.64], [-1.00, -2.30, 1.38], [1.09, 0.33, 2.01], [-2.65, -2.43, -1.53], [-1.53, 1.48, -0.20], [0.75, 2.16, 0.18], [-1.10, 0.20, -1.96], [0.67, -0.13, 0.70], [-1.99, 1.34, -1.98], [-0.56, 0.80, 0.35], [-1.72, 0.50, -0.43], [-0.49, 1.10, -0.55], [0.91, -1.56, 0.45], [0.29, -1.07, 0.48], [0.37, -0.70, 0.57], [0.07, 0.00, 0.88], [0.26, -0.38, 0.94], [2.95, -0.31, -1.37], [0.69, 0.05, 0.62], [-0.46, -0.42, -0.11], [1.48, 1.74, -1.46], [-0.56, 0.35, -0.49], [1.24, 0.11, -0.46], [2.40, 1.46, 0.83], [-0.93, 0.64, 1.48]]}

***

{"formula": "C6H22F6FeN8O13S2", "method": "ωB97M-V/def2-TZVPD", "multiplicity": 6, "homo_ev": [-12.3, -12.3], "total_charge": 1, "gap_ev": [9.5, 7.3], "s2": 8.7550, "total_energy_ev": -117480.34657, "elements": ["Fe", "C", "F", "F", "F", "S", "O", "O", "O", "C", "F", "F", "F", "S", "O", "O", "O", "O", "H", "H", "O", "H", "H", "O", "H", "H", "C", "O", "N", "N", "H", "H", "H", "H", "C", "O", "N", "N", "H", "H", "H", "H", "C", "O", "N", "N", "H", "H", "H", "H", "C", "O", "N", "N", "H", "H", "H", "H"], "xyz": [[-0.305810, -0.421159, 0.530733], [-1.693550, 2.208635, -2.754686], [-2.602988, 2.891625, -3.440831], [-1.359383, 1.100119, -3.438930], [-0.603062, 2.965322, -2.589862], [-2.416101, 1.704174, -1.125689], [-2.577741, 2.896296, -0.346144], [-3.627303, 1.026971, -1.527992], [-1.414587, 0.794487, -0.551401], [2.962704, 1.211473, 2.620805], [4.127250, 1.251261, 3.228226], [2.033780, 0.841065, 3.530310], [2.634601, 2.407759, 2.167753], [2.995115, -0.044702, 1.250599], [3.686891, -1.175756, 1.791156], [1.554914, -0.343162, 1.069726], [3.587244, 0.602225, 0.111750], [-0.535892, 1.123671, 1.823077], [-0.400804, 0.963481, 2.765578], [-0.473851, 2.071045, 1.647924], [0.017574, -2.451743, 0.572626], [-0.565293, -3.153674, 0.872321], [0.867570, -2.847934, 0.346508], [-2.215827, -0.949547, 1.291630], [-2.995698, -0.997450, 0.721219], [-2.365240, -1.515042, 2.057546], [1.387701, 3.404365, -0.551280], [1.002521, 2.329176, -0.110825], [2.366374, 3.499859, -1.503769], [0.932758, 4.601083, -0.078110], [2.392182, 4.291388, -2.121767], [2.721018, 2.626000, -1.847953], [0.223194, 4.636198, 0.627413], [1.316142, 5.473491, -0.392617], [1.314508, -0.680977, -2.310597], [0.657920, -0.619136, -1.264552], [0.794368, -1.215159, -3.437098], [2.602557, -0.253531, -2.339627], [-0.164713, -1.517650, -3.410416], [1.323009, -1.351157, -4.278816], [3.028043, 0.088651, -1.484146], [3.047661, -0.233814, -3.239489], [-2.677040, -2.255328, -2.333858], [-2.007385, -1.740694, -1.441473], [-3.666422, -1.568921, -2.954123], [-2.495440, -3.557221, -2.748584], [-4.382652, -2.019521, -3.494639], [-3.844773, -0.627537, -2.616983], [-3.033939, -3.813168, -3.556127], [-1.698850, -4.058202, -2.410459], [0.012735, -1.946139, 4.173417], [-0.306856, -1.312954, 3.155976], [0.137623, -1.328204, 5.378567], [0.155244, -3.299787, 4.161490], [-0.086937, -0.350674, 5.329896], [0.032480, -1.845944, 6.231538], [0.018578, -3.770899, 3.291299], [0.583876, -3.743037, 4.953762]], "atomic_forces_ev_per_a": [[0.37, 0.99, -1.46], [0.13, -0.16, 0.42], [0.25, -0.12, 0.05], [0.00, 0.35, 0.01], [-0.26, -0.22, -0.21], [-1.12, 0.63, 0.04], [0.30, -0.05, -0.17], [0.31, -0.16, 0.13], [0.51, -0.43, -0.07], [-0.43, -0.44, -0.14], [0.33, 0.14, 0.01], [0.02, 0.01, -0.07], [0.09, 0.23, 0.04], [0.42, -0.42, 0.31], [-0.17, 0.14, 0.06], [-0.04, -0.04, 0.53], [-0.04, 0.24, 0.12], [-0.34, 0.15, 1.09], [0.12, -0.22, -0.05], [0.24, -0.06, -0.64], [0.06, -0.75, 0.03], [-0.25, 0.14, -0.10], [0.14, 0.30, -0.02], [-0.22, -0.35, 0.10], [0.22, 0.10, -0.36], [0.23, 0.14, 0.17], [0.14, 0.28, 0.24], [-0.21, 0.06, 0.13], [-0.12, 0.00, 0.07], [0.12, 0.03, -0.26], [0.08, 0.00, 0.01], [-0.08, -0.04, -0.07], [-0.13, -0.17, -0.07], [0.04, -0.03, 0.02], [1.10, 0.23, -0.04], [-0.74, -0.27, 0.25], [-0.19, -0.04, 0.20], [-1.21, -0.42, -0.80], [-0.01, 0.11, 0.05], [0.05, 0.07, 0.04], [0.14, 0.12, 0.01], [0.42, 0.10, 0.22], [-0.32, -0.19, 0.27], [0.27, -0.45, 0.04], [-0.08, 0.14, -0.08], [-0.62, 1.19, 0.02], [0.07, -0.05, -0.06], [0.08, -0.10, 0.08], [0.42, -0.65, -0.07], [0.01, -0.20, -0.17], [-0.69, -0.08, -0.12], [0.03, 0.01, 0.20], [0.18, -0.17, -0.78], [0.02, 0.78, 0.42], [0.03, 0.04, 0.47], [0.04, 0.18, 0.14], [0.24, -0.22, 0.03], [0.03, -0.37, -0.22]]}

***

{"formula": "C6H22IN8O5", "method": "ωB97M-V/def2-TZVPD", "homo_ev": -5.7, "total_charge": -1, "gap_ev": 8.3, "de_lowest_kj_mol": 0.0, "total_energy_ev": -36843.01543, "elements": ["I", "C", "C", "O", "H", "H", "H", "H", "H", "H", "C", "O", "N", "N", "H", "H", "H", "H", "C", "O", "N", "N", "H", "H", "H", "H", "C", "O", "N", "N", "H", "H", "H", "H", "C", "O", "N", "N", "H", "H", "H", "H"], "xyz": [[-0.095528, -0.319003, 0.040328], [0.037540, 2.280736, 3.404776], [-1.422112, 2.639513, 3.035986], [-2.003432, 1.432342, 2.663421], [0.668509, 1.890727, 2.606110], [0.209518, 1.601479, 4.239715], [0.460060, 3.240121, 3.703394], [-1.401937, 3.365327, 2.223032], [-1.887647, 3.052011, 3.931095], [-1.714643, 1.164528, 1.787931], [3.298130, 1.800250, -1.826986], [4.130896, 2.388203, -2.467416], [2.004571, 1.780252, -1.923978], [3.662084, 0.949568, -0.905951], [1.313697, 1.146020, -1.549093], [1.674107, 2.376881, -2.668912], [2.935304, 0.476872, -0.387840], [4.640464, 0.900165, -0.660118], [-1.852047, 1.133890, -3.874564], [-2.199108, 1.869248, -4.757379], [-2.530645, 0.125438, -3.461030], [-0.792234, 1.467422, -3.129658], [-2.158784, -0.358826, -2.656471], [-3.429235, -0.068362, -3.879453], [-0.193661, 2.228226, -3.417715], [-0.710429, 0.997472, -2.239395], [-3.322976, -2.839932, -1.577842], [-4.024507, -2.003456, -1.041824], [-3.778080, -3.868282, -2.162200], [-2.048436, -2.960258, -1.525506], [-3.157040, -4.375539, -2.776274], [-4.776232, -4.022515, -2.165685], [-1.459275, -2.259296, -1.099327], [-1.664580, -3.806984, -1.920236], [2.290388, -1.941198, 3.278957], [1.256027, -2.541508, 3.264974], [3.229082, -2.300857, 4.066811], [2.540557, -0.908086, 2.489985], [4.000806, -1.652951, 4.135772], [3.087067, -3.015162, 4.766596], [3.374925, -0.352595, 2.613950], [1.808836, -0.711883, 1.822020]], "atomic_forces_ev_per_a": [[-0.01, 0.05, -0.08], [0.52, 1.53, 0.34], [2.30, -1.55, 0.09], [-1.91, -0.26, 0.20], [-0.46, 0.07, -0.42], [-0.73, -0.09, 0.09], [0.61, 0.16, 0.15], [-0.20, 0.24, 0.01], [-0.41, -0.07, -0.19], [0.29, -0.09, -0.24], [1.40, -1.14, 0.36], [0.73, 1.99, -1.63], [-3.93, 2.54, -2.76], [1.72, -2.52, 3.15], [0.48, -0.30, 0.48], [-0.11, -0.16, 0.15], [0.46, -0.18, 0.27], [-0.43, -0.16, 0.02], [1.09, 3.32, -0.07], [-0.96, 1.21, -2.99], [-1.65, -3.63, 1.29], [1.53, -0.39, 1.06], [-0.75, -0.42, -0.06], [0.34, -0.06, 0.40], [-0.56, -0.32, 0.16], [0.65, 0.33, 0.16], [-1.26, 2.96, 2.85], [-0.47, 1.23, 0.22], [-4.02, -5.44, -3.70], [5.45, 0.78, 0.26], [-0.84, -0.20, 0.04], [0.33, 0.00, -0.33], [0.22, -0.02, 0.10], [0.55, 0.64, 0.50], [-2.64, 0.18, -1.47], [-2.71, -1.39, -0.39], [5.04, -0.72, 3.41], [0.64, 1.55, -1.03], [0.18, -0.61, 0.50], [-0.08, 0.38, -0.29], [-0.47, 0.03, -0.43], [0.08, 0.49, -0.18]]}

***

Number 1: maximum force 4.799 eV Å⁻¹, molar mass 178.2 g mol⁻¹. Number 2: maximum force 5.236 eV Å⁻¹, molar mass 191.3 g mol⁻¹. Number 3: maximum force 1.800 eV Å⁻¹, molar mass 648.3 g mol⁻¹. Number 4: maximum force 7.708 eV Å⁻¹, molar mass 413.2 g mol⁻¹.